1.
14
Properties=species:S:1:pos:R:3:forces:R:3 method="wB97M-V/def2-TZVPD" total_energy_ha=-589.250799 gap_ev=6.3972 homo_ev=-2.2 total_charge=-1
C 0.329 3.062 0.448 2.31 1.48 -2.71
S 1.155 1.527 -0.323 -0.19 1.23 0.17
H 1.233 3.831 0.644 -2.24 -1.09 -0.84
H 0.152 2.726 1.428 -1.49 -0.03 1.13
H -0.537 3.519 -0.284 2.00 -1.05 2.37
N -0.718 -3.328 0.355 -0.93 0.94 1.28
C -0.961 -2.150 -0.535 0.06 2.01 1.24
N -0.764 -0.792 0.142 0.92 -3.88 0.76
H -1.440 -3.270 1.115 0.16 -0.19 -1.18
H 0.031 -3.019 0.972 0.72 -0.16 -0.50
H -2.064 -2.169 -0.840 1.72 -0.01 0.03
H -0.256 -2.240 -1.390 -0.64 -0.09 0.32
H -1.477 -0.180 0.008 -2.30 1.92 -0.69
H 0.041 -0.271 0.561 -0.10 -1.09 -1.38

2.
14
Properties=species:S:1:pos:R:3:forces:R:3 method="wB97M-V/def2-TZVPD" total_energy_ha=-270.376202 gap_ev=9.2877 homo_ev=-8.2
C 0.164 1.276 -0.407 -0.12 0.14 0.28
C -0.770 0.132 -0.780 -0.01 -0.39 1.42
C 0.472 -0.755 -0.937 -0.03 -0.28 0.15
C 1.045 0.145 0.187 0.56 0.09 -0.07
O 0.431 -0.230 1.414 0.42 -0.11 0.26
C -0.892 -0.506 1.125 0.33 0.03 -0.01
H 0.651 1.718 -1.290 -0.28 -0.23 0.17
H -0.202 2.065 0.249 0.13 -0.06 0.07
H -1.660 -0.127 -0.192 -1.35 0.28 -1.75
H 0.998 -0.575 -1.885 -0.30 0.05 0.22
H 0.376 -1.829 -0.774 0.12 0.05 0.09
H 2.113 0.258 0.380 0.03 0.04 -0.14
H -1.587 0.009 1.815 0.28 0.08 -0.50
H -1.139 -1.582 1.095 0.21 0.32 -0.20

3.
17
Properties=species:S:1:pos:R:3:forces:R:3 method="wB97M-V/def2-TZVPD" total_energy_ha=-2334.928871 gap_ev="5.9731 / 9.2587" s_squared=0.7504 homo_ev="-13.9 / -17.2" spin_multiplicity=2 total_charge=+2
O -3.012 0.528 -1.094 -0.50 0.79 -0.98
C -2.391 0.121 -0.067 -0.04 -1.54 0.70
O -2.916 -0.473 0.868 -0.28 0.55 -0.26
O -1.025 0.260 -0.149 -0.84 1.03 -0.67
C -0.275 -0.189 0.897 2.53 1.69 2.04
C 1.129 0.295 0.873 1.26 -1.76 -2.28
Cu -5.254 -0.281 -0.067 1.13 -0.01 0.30
H -0.452 -1.252 1.105 0.00 0.63 0.77
H -0.040 0.683 1.839 -2.78 -2.14 -0.78
H 1.668 -0.152 1.718 0.03 0.71 -0.27
H 1.204 1.354 0.607 0.35 -0.36 0.37
Mg -2.576 1.461 -2.806 -0.03 -0.06 0.16
C 2.142 -0.472 -0.590 -1.15 0.19 0.41
C 3.509 -0.245 -0.555 1.55 0.23 0.04
O 4.625 -0.053 -0.499 -1.60 -0.19 0.04
H 1.715 -0.031 -1.502 0.23 0.00 0.24
H 1.950 -1.554 -0.581 0.15 0.23 0.15

Repeat the third record exactly.
17
Properties=species:S:1:pos:R:3:forces:R:3 method="wB97M-V/def2-TZVPD" total_energy_ha=-2334.928871 gap_ev="5.9731 / 9.2587" s_squared=0.7504 homo_ev="-13.9 / -17.2" spin_multiplicity=2 total_charge=+2
O -3.012 0.528 -1.094 -0.50 0.79 -0.98
C -2.391 0.121 -0.067 -0.04 -1.54 0.70
O -2.916 -0.473 0.868 -0.28 0.55 -0.26
O -1.025 0.260 -0.149 -0.84 1.03 -0.67
C -0.275 -0.189 0.897 2.53 1.69 2.04
C 1.129 0.295 0.873 1.26 -1.76 -2.28
Cu -5.254 -0.281 -0.067 1.13 -0.01 0.30
H -0.452 -1.252 1.105 0.00 0.63 0.77
H -0.040 0.683 1.839 -2.78 -2.14 -0.78
H 1.668 -0.152 1.718 0.03 0.71 -0.27
H 1.204 1.354 0.607 0.35 -0.36 0.37
Mg -2.576 1.461 -2.806 -0.03 -0.06 0.16
C 2.142 -0.472 -0.590 -1.15 0.19 0.41
C 3.509 -0.245 -0.555 1.55 0.23 0.04
O 4.625 -0.053 -0.499 -1.60 -0.19 0.04
H 1.715 -0.031 -1.502 0.23 0.00 0.24
H 1.950 -1.554 -0.581 0.15 0.23 0.15

Repeat the second record exactly.
14
Properties=species:S:1:pos:R:3:forces:R:3 method="wB97M-V/def2-TZVPD" total_energy_ha=-270.376202 gap_ev=9.2877 homo_ev=-8.2
C 0.164 1.276 -0.407 -0.12 0.14 0.28
C -0.770 0.132 -0.780 -0.01 -0.39 1.42
C 0.472 -0.755 -0.937 -0.03 -0.28 0.15
C 1.045 0.145 0.187 0.56 0.09 -0.07
O 0.431 -0.230 1.414 0.42 -0.11 0.26
C -0.892 -0.506 1.125 0.33 0.03 -0.01
H 0.651 1.718 -1.290 -0.28 -0.23 0.17
H -0.202 2.065 0.249 0.13 -0.06 0.07
H -1.660 -0.127 -0.192 -1.35 0.28 -1.75
H 0.998 -0.575 -1.885 -0.30 0.05 0.22
H 0.376 -1.829 -0.774 0.12 0.05 0.09
H 2.113 0.258 0.380 0.03 0.04 -0.14
H -1.587 0.009 1.815 0.28 0.08 -0.50
H -1.139 -1.582 1.095 0.21 0.32 -0.20